The following is a quantum chemistry calculation of a 2-piece molecular cluster, C4H12 overall at a distorted geometry, from OMol25.

Output
- SMILES: CC.CC
- Maximum force: 0.0579 hartree/bohr
- Energy relative to the best compared isomer or geometry (same formula, charge and spin): 1.046 eV
- Frontier orbital gap: 12.4 eV

The geometry in XYZ format:
```
16
C4H12, DFT ωB97M-V/def2-TZVPD
C 1.9370 -0.1975 -0.0662
C -2.4407 -0.2299 0.6139
C 2.2071 1.3141 -0.1744
C -1.6208 -0.9456 -0.4025
H -1.7468 -2.0752 -0.3663
H 2.6349 -0.5937 0.6518
H -2.0128 -0.5760 -1.3292
H -2.4304 0.8692 0.1775
H 3.2667 1.7119 -0.2792
H 1.8582 -0.7962 -0.8964
H 0.9604 -0.3049 0.4200
H 1.7396 1.7151 0.7490
H 1.7752 1.8553 -1.0209
H -3.4199 -0.7259 0.6407
H -2.1396 -0.1197 1.6286
H -0.5680 -0.9008 -0.3465
```

These are the natural (NBO) partial charges, in e, on atoms 1 to 6:
1. C -0.604
2. C -0.605
3. C -0.619
4. C -0.608
5. H 0.191
6. H 0.206

=====

The following is a quantum chemistry calculation of a 12-piece molecular cluster, C31H79N7O12S5 overall at a distorted geometry, from OMol25.

Output
- Maximum force: 0.0344 hartree/bohr
- Energy relative to the best compared isomer or geometry (same formula, charge and spin): 0.000 eV
- Frontier orbital gap: 7.6 eV

The geometry in XYZ format:
```
134
C31H79N7O12S5, DFT ωB97M-V/def2-TZVPD
S 35.7116 -6.4258 -6.8160
S 37.4234 -1.6593 -4.3998
S 40.7238 -4.6977 -8.1431
S 43.1691 -5.7746 -2.5205
S 46.2566 -2.8198 -4.9119
O 39.9860 -4.8897 -6.8415
O 39.6103 -8.5473 -9.1418
O 36.7471 0.2780 -7.8012
O 44.1736 -1.8713 -9.5881
O 43.3335 -4.3155 -2.8973
O 41.4815 0.6371 -5.9453
O 35.5053 -5.0004 -6.3682
O 37.6742 -1.5010 -2.9240
O 41.4256 -5.3702 -12.1306
O 42.5167 -1.3576 -14.7944
O 39.8125 -1.3060 -10.7567
O 47.5898 -2.8364 -5.6027
N 39.2491 -10.4388 -7.9687
N 43.3442 1.7420 -6.5564
N 36.3007 -1.4079 -9.2310
N 41.8130 -3.4095 -14.1702
N 46.3773 -1.9485 -9.0146
N 39.1921 -5.3560 -11.8459
N 39.8701 0.8811 -11.3246
C 38.7006 -0.8081 -5.3512
C 43.4956 -0.6351 -6.2121
C 35.0614 -7.3924 -5.4256
C 39.0125 -3.9177 -11.8368
C 39.8241 -9.2211 -8.1452
C 40.0007 -0.1378 -10.4383
C 37.4349 -6.8993 -6.6044
C 42.4728 -4.7475 -7.6119
C 43.0334 -2.0316 -12.5837
C 46.5258 -0.6753 -8.3465
C 40.3949 0.2493 -9.0224
C 44.7544 -6.6155 -2.7389
C 46.5861 -3.5575 -3.2646
C 45.2531 -2.4550 -9.5700
C 40.6666 -8.6473 -7.0145
C 36.6228 0.8019 -10.1247
C 42.6677 0.6219 -6.2334
C 41.1230 -3.7892 -15.3652
C 36.2030 -2.4018 -8.1671
C 45.3946 -4.2161 -5.6631
C 42.7380 3.0606 -6.6201
C 39.3352 -11.2020 -6.7438
C 40.7213 -2.9147 -8.4857
C 42.3216 -6.3669 -4.0080
C 42.3833 -2.2225 -13.9259
C 37.9899 -3.3392 -4.8103
C 39.3429 0.6333 -12.6503
C 40.3336 -7.5004 -12.1803
C 45.3995 -3.8168 -10.2131
C 40.3744 -5.9942 -12.0015
C 36.5579 -0.1138 -8.9482
H 35.9690 -1.6882 -10.1337
H 43.4707 3.7948 -6.9356
H 40.4088 -7.7323 -13.2436
H 39.5513 -0.0173 -8.3862
H 44.3637 -0.4781 -5.5631
H 45.4398 -6.3428 -1.9333
H 42.6594 -3.8832 -6.9752
H 41.2237 -3.0587 -16.1667
H 38.6323 -10.7467 -8.6998
H 45.1462 -3.8876 -6.6746
H 41.2459 -6.2930 -3.8600
H 39.8662 -3.3436 -12.1874
H 38.3492 -0.6238 -6.3643
H 43.1195 -4.7111 -8.4875
H 38.9423 -10.6617 -5.8816
H 42.6786 -5.6586 -7.0544
H 35.9269 1.6360 -10.1140
H 45.2951 -6.3910 -3.6584
H 39.0856 1.5625 -13.1518
H 39.9882 1.7838 -10.9033
H 40.5712 1.3180 -8.9114
H 41.2889 -0.3309 -8.8037
H 38.8130 -3.6200 -10.8066
H 44.9873 -3.6775 -11.2142
H 42.5699 -7.4134 -4.2013
H 38.7612 -12.1242 -6.8394
H 46.7824 -0.8439 -7.3003
H 42.9728 -1.5092 -5.8316
H 43.9157 -0.9123 -7.1826
H 39.0777 -3.3429 -4.8534
H 39.6056 -1.4070 -5.2679
H 38.5079 -0.0630 -12.6590
H 40.0482 -3.9462 -15.2378
H 41.3216 -9.3111 -6.4615
H 38.9179 0.1682 -4.9196
H 37.2052 -2.7345 -7.8852
H 44.6109 -7.6933 -2.6375
H 43.1615 -0.9548 -12.4792
H 35.6407 -3.2705 -8.4985
H 37.5575 -7.9849 -6.6432
H 40.1296 0.1650 -13.2475
H 39.3991 -7.9386 -11.8333
H 39.8528 -8.2460 -6.3987
H 35.5503 -7.0213 -4.5238
H 41.1910 -7.9085 -11.6549
H 45.6134 -0.0929 -8.4109
H 46.4305 -4.1495 -10.3248
H 37.6432 -3.6019 -5.8114
H 42.4747 3.3591 -5.5972
H 39.7616 -2.6740 -8.9342
H 47.1421 -2.6004 -9.0549
H 45.9888 -5.1265 -5.7398
H 41.1780 -7.7903 -7.4412
H 38.1240 -6.4431 -7.3121
H 36.6760 0.2843 -11.0857
H 42.6031 -5.7439 -4.8501
H 40.3517 -11.5630 -6.5678
H 41.5352 -2.6333 -9.1577
H 35.2829 -8.4558 -5.5278
H 37.6106 1.2845 -10.1270
H 41.7831 3.0364 -7.1375
H 37.7864 -6.6132 -5.6080
H 44.0494 -2.4015 -12.7384
H 38.4026 -5.9649 -11.9784
H 47.3867 -0.1980 -8.8151
H 46.8357 -2.8686 -2.4554
H 37.5690 -4.0632 -4.1199
H 44.3313 1.6702 -6.7263
H 41.5784 -4.7028 -15.7612
H 33.9893 -7.2402 -5.3456
H 38.1790 -3.6133 -12.4687
H 41.8092 -4.1025 -13.4186
H 44.7724 -4.5721 -9.7500
H 35.7440 -2.0158 -7.2596
H 47.4314 -4.2501 -3.2370
H 40.9027 -2.4205 -7.5299
H 42.5176 -2.4088 -11.7069
H 45.7130 -4.1061 -2.9083
H 44.4499 -4.4599 -5.1743
```

These are the Mulliken partial charges, in e, on atoms 1 to 6:
1. S 0.465
2. S 0.420
3. S 0.572
4. S 0.412
5. S 0.669
6. O -0.447

=====

Values for HOMO level, eV, ordered as above
-11.3; -7.5